1.
The following is a DFT calculation (ωB97M-V/def2-TZVPD) of the molecule C21H27N3OS.

XYZ file:
```
53
Properties=species:S:1:pos:R:3:forces:R:3
H -1.974341 -3.136096 -0.037608 0.04 0.02 0.17
H 1.373100 -1.548009 -2.953526 -0.02 -0.01 0.03
C 0.206448 4.582692 -1.919645 0.05 -0.14 -0.02
H -2.511662 3.833145 -0.279583 -0.09 -0.06 -0.05
H 3.494149 -4.326897 1.638267 0.09 -0.03 0.01
O 0.082890 -0.667274 -1.588110 0.03 0.32 0.33
C 2.465752 -4.026388 1.503725 0.09 -0.03 0.03
H -2.348032 2.852544 -1.751045 0.02 -0.01 0.05
H -2.259374 -3.277393 1.696335 0.06 0.03 -0.19
C 0.380591 -4.216023 0.332717 -0.07 0.01 0.06
N -2.910244 0.607210 0.909419 0.06 0.10 0.02
H 2.494278 -1.682254 -0.876217 -0.01 -0.12 -0.06
N -0.629346 2.922866 -0.514234 0.16 0.03 0.06
H -1.576642 5.698527 -1.351349 -0.04 0.03 -0.05
H 0.975515 2.212351 1.720741 -0.04 0.13 0.09
N -1.727879 -1.376266 1.070179 0.18 0.40 -0.04
H 3.143014 1.142675 2.245367 0.07 0.04 0.08
S -4.295888 -1.564973 0.524354 -0.64 -0.39 -0.20
C 2.523453 0.754018 1.452053 0.11 0.05 0.11
H -1.322033 0.978334 -0.960348 0.04 0.17 0.20
C 1.907435 -3.065333 2.328921 0.01 -0.04 0.08
C -0.830541 1.531311 -0.137197 -0.06 -0.08 0.03
C 1.307004 1.348218 1.165361 -0.01 -0.18 -0.09
C 0.925654 -0.237739 -0.604487 0.01 0.16 0.08
C -0.184630 -3.244209 1.148799 0.08 0.10 0.00
H -0.868120 -0.850496 1.013761 0.04 0.01 0.03
H 2.497605 -2.615413 3.113239 0.06 0.05 0.07
H 0.697542 5.225660 -1.190387 0.05 0.01 -0.01
C 1.696943 -4.606285 0.509432 0.05 -0.06 -0.05
H 0.159270 -1.938068 2.811385 -0.04 0.11 0.06
C -1.315878 4.769907 -1.855732 -0.03 0.05 0.03
H 1.388491 2.931023 -1.102624 -0.02 -0.04 -0.10
H 0.251591 2.460817 -2.390975 0.01 -0.02 0.00
C 0.467289 -1.766083 -2.378869 0.07 -0.25 -0.17
H -0.362515 -1.935009 -3.063568 0.08 -0.03 0.02
C 2.937965 -0.336323 0.710599 -0.01 0.10 -0.05
C -2.891929 -0.744749 0.833887 -0.20 0.20 0.19
C -1.821091 3.547657 -1.074851 -0.27 0.04 0.07
H 3.884319 -0.810888 0.920754 0.09 -0.06 0.03
H 0.615605 4.798498 -2.904504 0.05 0.04 -0.01
C 0.496154 0.867405 0.148817 -0.07 -0.17 -0.24
H -3.780796 1.029453 0.627929 0.04 -0.16 0.06
C 0.590877 -2.679444 2.154765 -0.01 -0.08 0.03
C -1.759972 1.450204 1.109798 0.13 -0.07 -0.19
H -1.754785 4.793914 -2.852297 -0.04 0.03 0.02
C 0.401059 3.124450 -1.521801 0.24 0.16 -0.09
H -0.219057 -4.676006 -0.440547 -0.06 -0.01 -0.09
C 2.148783 -0.830856 -0.312782 -0.04 -0.11 -0.24
H 2.123483 -5.362505 -0.133619 0.03 -0.07 -0.05
C -1.607146 -2.812037 0.945137 -0.26 -0.30 0.00
H 0.625799 -2.661243 -1.769758 0.02 0.07 -0.06
H -1.196958 1.081216 1.973064 -0.04 0.11 -0.03
H -2.113202 2.450163 1.356860 0.02 -0.05 0.03
```
Forces are in eV/Å.

Values from the calculation:
E_LUMO   0.7 eV
Spin multiplicity   1
Highest occupied orbital energy   -7.85 eV
Net charge   0
SMILES   COc1ccccc1[C@@H](CNC(=S)NCc1ccccc1)N1CCCC1
Gap between HOMO and LUMO   8.5 eV

=====

2.
The following is a DFT calculation (ωB97M-V/def2-TZVPD) of a structure of composition C8H19N8O4PPtS at a distorted geometry.

XYZ file:
```
42
Properties=species:S:1:pos:R:3:forces:R:3
H 3.013223 -3.256780 -0.256906 0.02 -0.03 0.06
H -0.785755 1.521063 5.028157 0.01 -0.10 0.06
H -3.594670 0.281327 -3.794188 0.00 -0.01 -0.02
H 0.837279 3.548298 2.257341 0.04 0.01 0.00
H 0.624471 -3.359534 -0.358832 0.01 -0.01 -0.09
H 1.032881 -2.775122 1.134904 0.05 -0.04 0.02
H -2.501336 -0.556607 4.724162 -0.06 0.01 0.03
H -1.011985 -2.668681 -5.566931 0.00 0.00 0.01
H -2.267329 1.642438 4.076555 -0.08 -0.12 0.01
N 0.116663 3.766082 1.545188 0.41 -0.61 -0.64
N 2.397706 -2.458775 -0.278457 0.11 -0.27 -0.06
O 1.348409 1.780625 -1.019958 0.60 -0.41 0.65
C -0.610967 -2.085256 -3.547656 0.04 -0.07 -0.13
S -2.274804 0.404405 -1.128706 0.39 -0.17 0.52
N -1.582546 -0.347418 4.339699 0.15 0.01 -0.48
C 2.875660 -1.255293 -0.638516 -0.02 0.74 -0.15
C -1.317157 1.120819 4.168511 0.28 0.29 -0.20
P -0.302985 1.299741 2.589177 -0.16 -0.72 0.30
C -1.999519 -0.506415 -2.602444 -0.07 -0.04 -0.29
C -2.757828 -0.401227 -3.757587 0.04 -0.04 0.02
H -0.154536 4.746233 1.564697 0.01 0.09 -0.07
C -2.401353 -1.186484 -4.843258 0.04 0.00 0.04
Pt -0.316192 -0.582365 -0.392778 0.09 -0.34 -0.44
H -2.962174 -1.131329 -5.766645 -0.02 0.01 0.02
H 0.568257 3.537280 0.637919 -0.19 0.25 0.34
N 1.962899 -0.274724 -0.664866 -0.95 -0.60 0.56
O 3.457402 1.347206 -1.083162 0.11 -0.05 0.26
H -1.522340 2.574631 0.844179 0.07 0.13 -0.08
N 1.076146 -2.600525 0.136820 -0.39 0.17 0.18
H -1.734855 3.293839 2.452212 0.01 0.09 -0.06
C -1.313403 -2.042705 -4.739610 -0.01 -0.03 0.03
H -1.472115 -0.732243 3.357702 -0.11 0.12 0.35
H 0.240287 -2.744843 -3.430201 0.02 0.05 0.03
N -0.946569 -1.332186 -2.502355 0.04 0.23 0.07
N 4.148273 -1.122594 -0.956394 0.27 -0.39 0.04
O -0.683464 -0.025112 1.937957 0.05 0.59 -0.15
N 2.302737 1.001080 -0.906908 -0.43 1.37 -1.08
H 4.495631 -0.200171 -1.172275 -0.06 0.12 -0.02
C -1.021465 2.824447 1.777557 -0.13 -0.54 0.20
H 4.798031 -1.892569 -0.926938 -0.12 -0.06 0.05
H -0.878106 -0.790331 4.926330 0.02 -0.02 0.09
O 1.117498 1.639775 2.836504 -0.09 0.37 0.06
```
Forces are in eV/Å.

Values from the calculation:
E_LUMO (alpha / beta)   -5.3 / -6.5 eV
Spin multiplicity   3
⟨S²⟩   2.009
Highest occupied orbital energy (alpha / beta)   -13.13 / -13.57 eV
Net charge   +2
Gap between HOMO and LUMO (alpha / beta)   7.8 / 7.1 eV

=====

3.
The following is a DFT calculation (ωB97M-V/def2-TZVPD) of a cluster of 2 separate species, C5H8Cl2 in total at a distorted geometry.

XYZ file:
```
15
Properties=species:S:1:pos:R:3:forces:R:3
C -0.399762 -1.330651 0.812943 1.59 -0.12 1.37
Cl -0.329271 -2.559570 -0.461704 -0.49 0.56 0.32
H 2.482205 1.085534 -1.805043 1.63 -0.11 -0.97
H -1.352791 0.408138 1.702975 0.76 0.16 1.06
H 0.522274 -1.490203 1.403545 -0.84 0.59 -0.27
H -2.544955 0.695837 -0.398556 -0.01 -2.19 0.70
H -2.396945 -1.105476 -0.659954 0.24 -1.28 -1.71
Cl 3.846755 0.067950 0.240311 1.03 -0.51 0.22
C -2.497618 -0.390727 0.076955 0.12 3.94 0.26
H 0.948287 1.140462 -1.221357 0.22 1.29 0.70
H 2.258272 2.491959 -0.623665 -0.91 -1.84 -0.66
C -1.333089 -0.407298 1.027837 -0.80 -1.67 -2.38
H -3.451489 -0.545007 0.532602 -0.63 -0.01 0.65
C 1.996893 1.393292 -0.924039 -1.64 0.36 1.18
C 2.251237 0.545756 0.297148 -0.26 0.83 -0.45
```
Forces are in eV/Å.

Values from the calculation:
E_LUMO   -0.5 eV
Spin multiplicity   1
Highest occupied orbital energy   -8.83 eV
Net charge   0
Gap between HOMO and LUMO   8.4 eV

=====

4.
The following is a DFT calculation (ωB97M-V/def2-TZVPD) of a cluster of 2 separate species, C4H7N in total at a distorted geometry.

XYZ file:
```
12
Properties=species:S:1:pos:R:3:forces:R:3
N -2.207604 0.380775 0.081159 2.55 1.22 0.59
C -0.552415 -1.597698 -0.531466 -0.34 2.73 -0.65
H -0.666130 -2.307319 -1.271489 -0.55 -1.57 -1.70
H 0.514209 -1.475402 -0.424808 0.41 0.19 0.40
H 1.229681 1.432523 1.991621 0.82 0.68 -1.08
H 2.246109 0.735933 0.741654 1.81 -3.21 -1.89
H 1.996081 2.585208 0.629585 -0.05 -0.87 0.30
H -1.236514 0.032675 -1.916689 -0.32 0.57 -1.56
C -1.180470 -0.219922 -0.909139 1.81 -2.73 1.61
C 1.879371 1.589968 1.085684 -2.67 3.39 2.71
C -1.010485 0.764885 0.167407 -3.14 0.06 0.00
H -1.011834 -1.921626 0.356482 -0.34 -0.47 1.27
```
Forces are in eV/Å.

Values from the calculation:
E_LUMO (alpha / beta)   -1.5 / 0.3 eV
Spin multiplicity   1
Highest occupied orbital energy (alpha / beta)   -8.68 / -9.48 eV
Net charge   0
Gap between HOMO and LUMO (alpha / beta)   7.1 / 9.8 eV

=====

5.
The following is a DFT calculation (ωB97M-V/def2-TZVPD) of a structure of composition C6H10N at a distorted geometry.

XYZ file:
```
17
Properties=species:S:1:pos:R:3:forces:R:3
H 1.193693 -0.835258 -2.424938 -2.36 2.30 3.65
H 1.011266 -0.669454 2.212424 -0.90 -1.46 0.44
H 0.589812 -1.636197 -0.004904 -0.18 0.27 -0.02
H -2.710301 -0.151511 -0.567794 -2.27 1.49 -1.57
H -1.854541 -1.749802 -0.642201 -0.57 1.59 0.49
C 1.392520 -0.256801 1.317002 0.86 0.76 -0.58
C 0.587070 1.462232 -0.998247 0.89 1.76 -0.52
C -0.429099 1.508992 -0.148811 0.57 -0.74 -0.96
H 1.310535 2.170929 -1.412294 -0.36 -0.25 0.34
H -0.888612 2.237181 0.434914 -0.67 1.11 0.89
H 2.444830 -0.572595 1.227700 -0.43 0.62 -0.15
N 0.628234 -0.613471 0.081744 0.86 -3.09 5.11
C -1.986654 -0.719813 -0.144290 2.77 -3.77 1.89
C -0.668418 0.012632 -0.258708 -2.05 -0.57 0.13
C 0.511972 -0.008874 -1.144213 2.19 -1.12 -7.18
H 1.189916 0.782771 1.543407 0.83 0.44 -0.58
H -2.322224 -0.960961 0.929209 0.81 0.66 -1.39
```
Forces are in eV/Å.

Values from the calculation:
E_LUMO   -4.2 eV
Spin multiplicity   1
Highest occupied orbital energy   -14.30 eV
Net charge   +1
Gap between HOMO and LUMO   10.1 eV

=====

6.
The following is a DFT calculation (ωB97M-V/def2-TZVPD) of a structure of composition C36H30GdN7S2 at a distorted geometry.

XYZ file:
```
76
Properties=species:S:1:pos:R:3:forces:R:3
C 4.969604 -0.247172 -1.025126 0.52 -0.11 -1.12
C -3.997859 -3.185990 3.490312 0.01 -0.01 -0.02
C 3.811667 -2.619697 1.486380 0.08 0.06 0.07
H -4.527942 -3.414506 4.406104 0.02 0.02 -0.03
H -5.680323 5.463610 -2.127956 0.02 -0.03 0.04
C -2.628462 -2.609489 1.134490 -0.01 0.16 0.04
H -3.112222 0.211202 -1.544656 0.05 -0.07 -0.01
H -0.885109 -2.685383 -0.122570 0.08 -0.01 -0.05
C 2.402487 0.072018 5.136748 0.01 0.05 0.06
N 2.618926 0.309504 -2.403770 0.27 -0.01 -0.21
H -4.479076 4.762991 -0.077153 0.02 -0.02 -0.05
C -0.680614 1.333290 -0.140936 -1.80 4.25 0.59
H -1.370707 3.004162 -2.462928 0.00 0.05 -0.04
C 4.327559 -1.541565 0.777598 -0.15 -0.15 -0.34
C -2.312364 3.536989 -2.378732 -0.28 0.12 -0.80
N 4.886674 0.376400 -2.159100 0.13 0.01 0.83
H -3.831619 -0.761497 -0.247886 -0.01 -0.04 0.00
N 4.720799 0.408009 2.317650 0.07 0.05 -0.72
C 3.582574 0.269535 3.085166 0.05 -0.20 -0.03
H -4.281090 -3.545650 0.133282 0.01 0.01 0.05
C 2.809216 -0.007413 -5.150392 -0.05 0.03 -0.07
C 4.387529 -1.554342 -0.625226 -0.16 -0.16 0.32
H 2.944637 -4.559002 1.274427 0.03 0.03 -0.05
C 3.350477 -3.699735 0.753804 -0.03 -0.12 -0.12
C 3.932475 -2.643950 -1.356500 0.09 0.03 -0.04
C 1.561830 0.114550 -4.532560 -0.04 -0.03 0.01
C -4.213461 4.633147 -3.445004 0.89 -0.46 -0.32
H 4.943635 -0.031874 -4.814766 -0.05 0.02 0.00
H 4.005209 -2.675805 -2.436192 -0.04 0.04 0.01
C 4.880512 -0.229243 1.201678 0.44 -0.08 1.10
C 1.281471 0.456095 3.073092 -0.10 0.07 0.04
C 3.603659 0.087915 4.465350 0.06 -0.05 0.06
H -2.406236 -2.654059 -1.008634 -0.02 0.11 -0.01
H 2.877045 -0.127350 -6.224790 0.00 -0.01 0.05
H 2.382332 -0.069573 6.210266 0.00 -0.02 -0.04
C -4.747067 4.921743 -2.209806 0.30 -0.08 0.78
C -2.116552 3.395876 0.120541 0.17 0.46 0.07
H -3.088007 0.811001 1.448300 0.03 0.09 0.03
C -3.016415 -0.087341 -0.496578 -0.37 0.32 -0.04
C -1.882397 -2.263553 -0.133836 0.08 -0.13 -0.05
N 5.302558 0.473951 0.096710 0.77 -0.01 0.06
H 0.575614 0.364967 -2.646240 -0.01 0.06 -0.03
H 3.794125 -2.633988 2.568914 -0.04 0.05 -0.02
C -3.066381 1.120336 0.398804 -0.19 -0.28 0.04
N -1.893296 1.947038 0.147606 2.62 -1.81 -0.78
C 1.517217 0.275351 -3.169400 -0.09 -0.14 -0.07
C 3.817648 0.187266 -3.009152 -0.04 -0.23 -0.07
C -2.988778 3.941356 -3.533010 -0.37 0.14 0.27
H -2.700796 3.661739 1.003146 -0.01 -0.13 0.02
H -2.566725 3.721940 -4.506338 -0.02 0.03 0.04
C -3.856046 -3.257049 1.089964 -0.04 0.00 -0.07
Gd 3.021137 0.879955 -0.005101 -1.71 0.88 -0.07
C -0.606036 -0.113599 -0.177446 -0.47 -3.15 0.28
H 3.049221 -4.580349 -1.184949 0.03 0.04 0.05
H 0.389625 0.617893 2.483050 -0.04 0.02 0.00
N 2.440524 0.472191 2.395932 0.24 -0.16 0.17
C -2.842192 3.826627 -1.134228 -1.01 0.34 0.24
H -2.335826 -2.273429 4.498486 -0.02 -0.02 -0.04
H 4.554585 -0.036721 4.965752 -0.05 0.01 0.00
C -4.540200 -3.546169 2.266150 0.03 -0.01 -0.02
H -3.955000 1.714499 0.194940 0.01 0.01 -0.07
C -2.083817 -2.256226 2.368356 0.02 0.03 0.04
C 1.212232 0.261192 4.430120 -0.05 -0.04 -0.02
H -1.111973 -1.769577 2.408041 -0.04 -0.03 0.01
S 0.678182 2.351119 -0.400886 -0.82 -0.30 -0.02
H 0.254455 0.264386 4.931896 0.04 0.01 -0.01
H -4.725902 4.945777 -4.345598 0.05 -0.04 0.00
S 0.875365 -0.957607 -0.001189 -0.79 0.38 -0.08
C -4.064377 4.524928 -1.051920 0.39 -0.29 -0.17
C 3.952483 0.040803 -4.387606 0.12 -0.04 0.00
H -5.495191 -4.054225 2.222456 0.04 0.02 0.00
H -1.154211 3.897397 0.191538 -0.03 -0.07 0.08
H 0.645227 0.085945 -5.105388 0.04 0.02 0.01
C 3.410538 -3.712016 -0.646888 -0.04 -0.10 0.12
C -2.766125 -2.541597 3.540968 0.03 0.02 -0.01
N -1.760689 -0.797938 -0.287578 1.11 0.64 0.14
```
Forces are in eV/Å.

Values from the calculation:
E_LUMO (alpha / beta)   -8.0 / -7.3 eV
Spin multiplicity   8
⟨S²⟩   15.909
Highest occupied orbital energy (alpha / beta)   -13.81 / -13.81 eV
Net charge   +2
Gap between HOMO and LUMO (alpha / beta)   5.8 / 6.5 eV

=====

The records above yield energy above the lowest of the compared OMol25 structures with the same formula, charge and spin values of 87.39, 30.33, 469.43, 624.95, 477.83, 167.10 kJ/mol, respectively.
The records above yield energy values of -39568.59721, -52069.36760, -30355.01645, -5744.93971, -7861.39579, -90742.20123 eV, respectively.